No. 1
Formula: CH4ClNOP2
Source: the Open Molecules 2025 dataset
Level of theory: wB97M-V/def2-TZVPD

Gap between HOMO and LUMO (spin up / spin down) ... 8.233 / 6.120 eV
Calculated total energy ... -35735.4281 eV
E_HOMO (spin up / spin down) ... -8.444 / -7.954 eV
Energy relative to the best compared isomer or geometry (same formula, charge and spin) ... 131.1 kJ/mol
Charge ... 0

Structure (XYZ):
```
10
Properties=species:S:1:pos:R:3:forces:R:3
Cl -2.56797 2.06340 -0.66412 -1.18 -0.27 0.35
P 0.53744 1.19539 -0.82218 1.82 0.14 0.63
P -0.84723 2.76651 -1.36934 0.80 -0.35 0.20
O -1.00799 -0.93098 -1.03998 1.83 1.22 0.52
N 0.05267 -0.39616 -0.46359 -2.29 -3.84 0.74
C 0.58551 -1.32805 0.70597 0.38 1.82 0.91
H 1.65355 -1.63010 0.70902 -0.38 0.65 -0.92
H 1.04495 1.28341 0.53633 -0.23 0.68 -0.75
H 0.51022 -0.73950 1.69225 -0.41 -0.98 -1.43
H 0.03885 -2.28393 0.71563 -0.33 0.93 -0.24
```
Forces are in eV/Å.


No. 2
Formula: CH4ClNP2
Source: the Open Molecules 2025 dataset
Level of theory: wB97M-V/def2-TZVPD

Gap between HOMO and LUMO (spin up / spin down) ... 7.006 / 7.401 eV
Calculated total energy ... -33689.2714 eV
E_HOMO (spin up / spin down) ... -8.083 / -8.205 eV
Energy relative to the best compared isomer or geometry (same formula, charge and spin) ... 240.9 kJ/mol
Charge ... 0

Structure (XYZ):
```
9
Properties=species:S:1:pos:R:3:forces:R:3
Cl 3.81101 -0.20483 -0.24874 1.55 0.22 -0.30
P 2.03582 -0.85644 0.23957 -3.13 3.48 -1.19
P -0.35235 1.11074 0.13787 -1.40 0.10 0.23
N 1.11798 0.86108 -0.38316 4.00 -4.49 1.41
C -1.35794 -0.46760 0.20468 -0.31 0.01 2.72
H -2.43902 -0.21435 0.44491 1.30 -0.35 -0.23
H -1.31623 -1.17747 -0.60352 0.21 0.03 -0.56
H -0.90629 -1.01770 1.17099 -1.06 1.21 -2.02
H -0.59298 1.96657 -0.96260 -1.16 -0.20 -0.05
```
Forces are in eV/Å.


No. 3
Formula: CH4ClO3P
Source: the Open Molecules 2025 dataset
Level of theory: wB97M-V/def2-TZVPD

Gap between HOMO and LUMO ... 10.246 eV
Calculated total energy ... -29054.4214 eV
E_HOMO ... -10.171 eV
Energy relative to the best compared isomer or geometry (same formula, charge and spin) ... 93.2 kJ/mol
Charge ... 0

Structure (XYZ):
```
10
Properties=species:S:1:pos:R:3:forces:R:3
Cl 1.22403 0.70855 -3.29928 0.09 -0.05 -0.07
P -1.01966 -0.23828 -1.90038 2.64 -0.92 2.90
O -1.69485 -1.65600 -2.03169 -0.60 -0.17 -0.40
O 0.51082 -0.64684 -2.59805 -0.99 0.56 0.04
O -0.39183 -0.58305 -0.21587 -2.57 -0.66 -2.50
C 0.35739 0.36403 0.42815 3.78 1.66 -1.26
H -1.21094 -2.40593 -1.67157 0.21 -0.12 0.21
H 1.33716 -0.12242 0.87579 -2.10 0.89 -0.54
H 0.77757 1.06532 -0.40505 -0.33 -0.64 1.60
H -0.15006 1.02188 1.14664 -0.12 -0.56 0.03
```
Forces are in eV/Å.


No. 4
Formula: CH4ClOP
Source: the Open Molecules 2025 dataset
Level of theory: wB97M-V/def2-TZVPD

Gap between HOMO and LUMO (spin up / spin down) ... 7.437 / 7.434 eV
Calculated total energy ... -24957.8636 eV
E_HOMO (spin up / spin down) ... -9.140 / -9.138 eV
Energy relative to the best compared isomer or geometry (same formula, charge and spin) ... 388.6 kJ/mol
Charge ... 0

Structure (XYZ):
```
8
Properties=species:S:1:pos:R:3:forces:R:3
Cl -0.10390 -1.70748 1.51598 -0.04 -1.22 0.19
P -0.23162 0.20334 1.12903 2.50 1.66 -2.03
O 2.15884 0.44850 -0.16034 -2.58 -0.19 0.85
C -1.04126 0.23969 -0.53230 -0.79 -2.39 0.42
H 2.86369 0.31471 0.48086 -0.09 -0.03 0.35
H -2.16608 0.35268 -0.22294 1.89 0.34 -1.08
H -0.94248 -0.81500 -1.01048 -0.14 1.84 0.75
H -0.53718 0.96356 -1.19980 -0.76 -0.01 0.55
```
Forces are in eV/Å.